Record 1
{
  "formula": "C56H64BF32O28",
  "method": "ωB97M-V with the def2-TZVPD basis set",
  "symbols": ["O", "C", "O", "B", "O", "C", "O", "O", "C", "O", "C", "O", "O", "O", "C", "O", "C", "C", "C", "H", "H", "H", "H", "H", "H", "O", "C", "O", "C", "C", "C", "H", "H", "H", "H", "H", "H", "O", "C", "O", "C", "C", "C", "H", "H", "H", "H", "H", "H", "O", "C", "O", "C", "C", "C", "H", "H", "H", "H", "H", "H", "O", "C", "O", "C", "C", "C", "H", "H", "H", "H", "H", "H", "O", "C", "O", "C", "C", "C", "H", "H", "H", "H", "H", "H", "O", "C", "O", "C", "C", "C", "H", "H", "H", "H", "H", "H", "O", "C", "O", "C", "C", "C", "H", "H", "H", "H", "H", "H", "C", "C", "C", "F", "F", "F", "F", "O", "C", "C", "F", "F", "F", "F", "H", "H", "H", "H", "C", "C", "C", "F", "F", "F", "F", "O", "C", "C", "F", "F", "F", "F", "H", "H", "H", "H", "C", "C", "C", "F", "F", "F", "F", "O", "C", "C", "F", "F", "F", "F", "H", "H", "H", "H", "C", "C", "C", "F", "F", "F", "F", "O", "C", "C", "F", "F", "F", "F", "H", "H", "H", "H"],
  "coordinates": [[-15.309, 5.275, 10.298], [-16.428, 5.091, 9.850], [-17.109, 5.940, 9.099], [-18.345, 5.212, 8.591], [-18.204, 3.811, 9.037], [-17.139, 3.685, 9.745], [-16.618, 2.665, 10.145], [-18.393, 5.525, 7.148], [-19.312, 6.429, 6.912], [-19.459, 6.996, 5.793], [-20.197, 6.539, 8.170], [-19.571, 5.821, 9.180], [-21.273, 7.165, 8.217], [-19.698, 12.722, -1.210], [-20.904, 12.679, -1.075], [-21.662, 13.777, -1.025], [-23.041, 13.460, -0.828], [-23.160, 11.979, -0.519], [-21.726, 11.428, -0.766], [-23.560, 13.566, -1.781], [-23.488, 13.973, 0.023], [-23.819, 11.410, -1.174], [-23.383, 11.878, 0.543], [-21.578, 10.807, -1.650], [-21.285, 10.927, 0.096], [-24.580, 13.540, 8.132], [-24.399, 13.746, 9.323], [-23.675, 14.810, 9.855], [-23.680, 14.807, 11.280], [-24.728, 13.757, 11.637], [-24.674, 12.862, 10.455], [-23.922, 15.823, 11.595], [-22.676, 14.587, 11.641], [-25.679, 14.289, 11.678], [-24.569, 13.292, 12.610], [-25.601, 12.292, 10.384], [-23.834, 12.172, 10.537], [-12.561, 6.953, 2.594], [-13.715, 7.248, 2.114], [-14.191, 6.728, 0.904], [-15.386, 7.359, 0.529], [-15.480, 8.575, 1.413], [-14.742, 8.279, 2.604], [-16.167, 6.600, 0.483], [-15.280, 7.643, -0.518], [-16.502, 8.908, 1.595], [-14.952, 9.383, 0.905], [-15.221, 7.649, 3.354], [-14.150, 9.097, 3.015], [-8.336, 3.450, 15.763], [-9.543, 3.454, 15.694], [-10.346, 3.856, 16.703], [-11.754, 3.501, 16.546], [-11.629, 2.377, 15.559], [-10.432, 2.824, 14.695], [-12.287, 4.328, 16.077], [-12.271, 3.212, 17.461], [-12.547, 2.128, 15.027], [-11.368, 1.505, 16.159], [-10.717, 3.666, 14.064], [-10.001, 1.982, 14.155], [-14.312, -2.400, 4.633], [-15.095, -1.451, 4.438], [-14.645, -0.228, 4.164], [-15.598, 0.800, 3.973], [-16.979, 0.014, 4.013], [-16.537, -1.407, 4.547], [-15.340, 1.028, 2.939], [-15.594, 1.688, 4.604], [-17.382, -0.019, 3.000], [-17.682, 0.529, 4.668], [-17.068, -2.206, 4.030], [-16.844, -1.575, 5.579], [-7.065, 2.658, 9.634], [-7.551, 2.530, 8.549], [-6.835, 2.620, 7.368], [-7.691, 2.678, 6.270], [-9.052, 2.098, 6.777], [-9.010, 2.252, 8.286], [-7.421, 1.950, 5.505], [-7.941, 3.686, 5.938], [-9.226, 1.040, 6.584], [-9.974, 2.550, 6.411], [-9.301, 1.273, 8.666], [-9.599, 3.060, 8.720], [-8.336, 8.157, 11.941], [-9.143, 8.645, 11.115], [-9.270, 8.252, 9.799], [-10.056, 9.074, 9.100], [-11.084, 9.633, 10.087], [-10.225, 9.775, 11.300], [-10.608, 8.560, 8.314], [-9.475, 9.866, 8.627], [-11.932, 8.949, 10.081], [-11.407, 10.588, 9.671], [-10.792, 9.603, 12.215], [-9.840, 10.788, 11.418], [-18.832, 8.825, 16.432], [-18.840, 9.500, 15.385], [-18.401, 9.064, 14.259], [-18.212, 10.117, 13.325], [-19.202, 11.209, 13.754], [-19.372, 10.923, 15.255], [-18.462, 9.821, 12.307], [-17.201, 10.524, 13.299], [-20.061, 11.039, 13.106], [-18.737, 12.178, 13.575], [-20.353, 11.284, 15.563], [-18.693, 11.613, 15.754], [-13.615, -5.062, 11.710], [-12.189, -5.463, 12.033], [-12.072, -5.599, 13.573], [-10.828, -5.895, 13.910], [-12.436, -4.523, 14.313], [-12.007, -6.608, 11.517], [-11.296, -4.655, 11.451], [-14.620, -5.908, 12.329], [-15.257, -6.891, 11.568], [-14.584, -8.311, 11.356], [-14.204, -9.020, 12.428], [-15.179, -9.138, 10.486], [-16.429, -7.031, 12.137], [-15.530, -6.275, 10.341], [-13.734, -4.967, 10.631], [-13.743, -4.074, 12.153], [-12.584, -6.521, 13.848], [-13.668, -8.193, 10.776], [-22.500, -3.094, 11.914], [-21.130, -2.451, 12.265], [-21.443, -1.049, 12.773], [-22.489, -0.757, 13.505], [-20.366, -0.382, 13.185], [-20.494, -3.260, 13.074], [-20.507, -2.439, 11.150], [-22.345, -4.427, 11.556], [-23.559, -5.163, 11.095], [-23.224, -6.424, 10.263], [-22.344, -7.296, 10.821], [-24.393, -6.990, 10.051], [-24.287, -5.448, 12.213], [-24.162, -4.212, 10.364], [-22.893, -2.518, 11.076], [-23.190, -3.033, 12.756], [-21.689, -0.501, 11.863], [-22.937, -6.246, 9.226], [-26.231, 6.667, 2.670], [-25.765, 5.298, 2.085], [-24.697, 5.438, 1.023], [-25.073, 6.156, -0.128], [-23.550, 6.055, 1.367], [-25.271, 4.542, 3.025], [-26.794, 4.635, 1.476], [-27.048, 6.519, 3.833], [-28.238, 7.244, 3.866], [-28.977, 7.014, 5.229], [-30.176, 7.567, 5.276], [-29.190, 5.777, 5.526], [-27.859, 8.536, 3.675], [-29.040, 6.838, 2.827], [-26.683, 7.293, 1.900], [-25.334, 7.154, 3.052], [-24.378, 4.446, 0.704], [-28.374, 7.433, 6.035], [-28.109, 2.041, 13.704], [-29.492, 1.381, 13.540], [-30.273, 1.732, 14.866], [-29.741, 1.347, 16.021], [-30.520, 3.029, 15.064], [-30.246, 1.857, 12.576], [-29.416, 0.057, 13.240], [-27.310, 2.043, 12.451], [-27.372, 3.280, 11.659], [-26.988, 3.044, 10.179], [-25.802, 2.354, 10.103], [-27.824, 2.322, 9.441], [-28.556, 3.862, 11.845], [-26.349, 4.101, 12.097], [-27.549, 1.387, 14.373], [-28.132, 3.074, 14.053], [-31.281, 1.318, 14.852], [-26.906, 4.011, 9.682]],
  "lumo_ev": 1.326,
  "charge": -1,
  "total_energy_ha": -7499.703745
}

=====

Record 2
{
  "formula": "C56H66Cl5NO3P3SiY",
  "method": "ωB97M-V with the def2-TZVPD basis set",
  "symbols": ["Y", "C", "C", "C", "P", "C", "C", "C", "C", "C", "C", "C", "C", "C", "Si", "C", "C", "C", "C", "C", "C", "P", "C", "C", "C", "C", "C", "C", "C", "C", "C", "C", "C", "C", "P", "C", "C", "C", "C", "C", "C", "H", "H", "H", "H", "H", "H", "H", "H", "H", "H", "H", "H", "H", "H", "H", "H", "H", "H", "H", "H", "H", "H", "H", "H", "H", "H", "H", "H", "H", "H", "H", "H", "H", "H", "H", "H", "H", "H", "H", "H", "H", "H", "H", "H", "H", "H", "H", "H", "H", "H", "H", "H", "H", "H", "Cl", "C", "C", "C", "Cl", "C", "O", "C", "Cl", "C", "H", "H", "Cl", "C", "C", "C", "C", "C", "Cl", "C", "N", "C", "C", "C", "C", "C", "C", "C", "C", "O", "O", "H", "H", "H", "H", "H", "H", "H", "H", "H", "H"],
  "coordinates": [[-0.174, 0.128, -1.117], [-0.357, -4.994, 0.891], [-0.514, -3.901, -0.165], [-1.837, -3.204, 0.065], [0.835, -2.620, -0.272], [1.999, -3.496, -1.414], [3.136, -2.604, -1.898], [2.534, -4.885, -1.076], [1.346, -2.546, 1.502], [2.096, -3.565, 2.101], [2.170, -3.692, 3.480], [1.445, -2.826, 4.287], [0.740, -1.782, 3.705], [0.720, -1.568, 2.317], [0.182, 0.143, 1.603], [1.634, 1.280, 2.204], [2.390, 1.015, 3.358], [3.198, 1.971, 3.956], [3.257, 3.255, 3.427], [2.575, 3.523, 2.253], [1.809, 2.544, 1.608], [1.123, 2.865, -0.077], [0.310, 4.511, 0.177], [-0.713, 4.428, 1.313], [-0.336, 5.000, -1.122], [2.683, 3.410, -1.035], [4.035, 3.215, -0.321], [2.795, 2.921, -2.496], [-1.215, 0.999, 2.639], [-0.891, 1.729, 3.801], [-1.757, 2.648, 4.375], [-2.984, 2.902, 3.777], [-3.350, 2.176, 2.656], [-2.508, 1.204, 2.103], [-3.153, 0.078, 0.789], [-4.162, 1.151, -0.316], [-4.817, 0.274, -1.392], [-3.261, 2.191, -0.968], [-4.457, -0.805, 1.837], [-4.713, -2.251, 1.399], [-5.797, -0.080, 1.973], [-1.145, -5.739, 0.744], [-0.479, -4.572, 1.892], [0.601, -5.511, 0.871], [-0.525, -4.355, -1.163], [-1.799, -2.658, 1.011], [-2.643, -3.937, 0.128], [-2.086, -2.495, -0.723], [1.310, -3.605, -2.259], [3.841, -2.409, -1.088], [2.752, -1.665, -2.292], [3.685, -3.099, -2.706], [3.328, -4.843, -0.329], [2.976, -5.313, -1.981], [1.765, -5.575, -0.734], [2.594, -4.303, 1.486], [2.757, -4.491, 3.918], [1.449, -2.949, 5.365], [0.216, -1.078, 4.348], [2.332, 0.037, 3.820], [3.761, 1.723, 4.849], [3.848, 4.027, 3.906], [2.659, 4.513, 1.815], [1.096, 5.220, 0.461], [-1.378, 3.569, 1.199], [-1.335, 5.327, 1.328], [-0.235, 4.325, 2.286], [-1.081, 4.289, -1.486], [0.394, 5.134, -1.926], [-0.828, 5.963, -0.955], [2.515, 4.484, -1.136], [4.057, 2.355, 0.350], [4.299, 4.077, 0.289], [4.830, 3.092, -1.064], [2.308, 0.999, -3.334], [3.578, 3.521, -2.964], [1.868, 3.110, -3.025], [0.089, 1.611, 4.249], [-1.458, 3.193, 5.264], [-3.653, 3.655, 4.181], [-4.310, 2.380, 2.200], [-4.934, 1.655, 0.266], [-4.057, -0.190, -2.026], [-5.461, 0.882, -2.035], [-5.432, -0.524, -0.971], [-2.454, 1.713, -1.531], [-2.828, 2.878, -0.241], [-3.817, 2.779, -1.705], [-3.991, -0.823, 2.823], [-4.935, -2.321, 0.330], [-5.572, -2.658, 1.941], [-3.861, -2.891, 1.603], [-6.336, -0.032, 1.025], [-5.706, 0.933, 2.362], [-6.424, -0.639, 2.673], [6.928, 0.683, -4.234], [5.504, 0.756, -3.239], [4.383, 1.325, -3.660], [3.173, 1.397, -2.791], [-0.256, 1.889, -3.042], [3.256, 0.602, -1.525], [2.260, 0.444, -0.842], [4.573, 0.097, -1.082], [4.684, -0.571, 0.498], [5.615, 0.158, -1.908], [4.329, 1.768, -4.648], [6.573, -0.242, -1.595], [-4.855, -3.488, -2.460], [-4.382, -4.877, -3.379], [-4.976, -6.091, -3.078], [-4.578, -7.243, -3.736], [-3.587, -7.169, -4.701], [-3.031, -5.943, -5.016], [-1.785, -5.886, -6.231], [-3.409, -4.755, -4.377], [-2.792, -3.544, -4.679], [-3.489, -2.352, -4.999], [-4.856, -2.359, -5.250], [-5.529, -1.170, -5.490], [-4.838, 0.033, -5.502], [-3.468, 0.027, -5.285], [-2.777, -1.152, -5.040], [-1.291, -1.101, -4.810], [-0.864, -1.029, -3.366], [0.360, -1.148, -3.086], [-1.719, -0.786, -2.450], [-5.734, -6.123, -2.307], [-5.033, -8.194, -3.493], [-3.246, -8.053, -5.223], [-1.896, -3.641, -5.127], [-5.397, -3.298, -5.240], [-6.596, -1.191, -5.671], [-5.358, 0.966, -5.683], [-2.909, 0.958, -5.292], [-0.890, -0.195, -5.268], [-0.737, -1.930, -5.252]],
  "lumo_ev": -0.955,
  "relative_energy_kj_mol": 56.7,
  "total_energy_ha": -6107.058822
}

=====

Record 3
{
  "formula": "C56H67N4O2SiW",
  "method": "ωB97M-V with the def2-TZVPD basis set",
  "symbols": ["W", "C", "C", "C", "C", "C", "C", "C", "C", "C", "C", "C", "C", "C", "C", "C", "C", "C", "H", "H", "H", "H", "H", "H", "H", "H", "H", "H", "H", "H", "H", "H", "H", "H", "H", "H", "H", "H", "H", "H", "H", "H", "H", "H", "H", "H", "H", "O", "C", "C", "C", "C", "C", "C", "C", "C", "C", "O", "C", "C", "C", "C", "C", "C", "C", "C", "C", "C", "C", "C", "N", "C", "C", "C", "C", "C", "C", "C", "C", "C", "C", "C", "C", "H", "H", "H", "H", "H", "H", "H", "H", "H", "H", "H", "H", "H", "H", "H", "H", "H", "H", "H", "H", "H", "H", "H", "H", "H", "H", "H", "C", "Si", "C", "C", "C", "H", "H", "H", "H", "H", "H", "H", "H", "H", "H", "H", "N", "C", "N", "C", "N"],
  "coordinates": [[-0.006, -0.193, -0.090], [0.248, -2.797, -0.055], [0.054, -2.439, 1.306], [1.176, -1.621, 1.644], [2.008, -1.564, 0.472], [1.484, -2.364, -0.535], [2.166, -2.950, -1.749], [3.502, -2.271, -2.021], [2.436, -4.425, -1.398], [1.252, -2.904, -2.978], [1.845, -1.212, 2.958], [2.787, -0.009, 2.727], [0.885, -0.898, 4.119], [2.746, -2.398, 3.354], [-1.067, -3.141, 2.105], [-0.455, -3.936, 3.265], [-2.161, -2.231, 2.649], [-1.771, -4.177, 1.209], [-0.394, -3.459, -0.608], [3.010, -1.176, 0.459], [4.216, -2.466, -1.215], [3.403, -1.194, -2.119], [3.933, -2.665, -2.944], [3.017, -4.512, -0.476], [3.005, -4.893, -2.205], [1.506, -4.986, -1.272], [1.002, -1.882, -3.261], [0.319, -3.446, -2.797], [1.743, -3.379, -3.829], [2.319, 0.795, 2.158], [3.696, -0.299, 2.198], [3.099, 0.395, 3.691], [-0.125, -0.706, 3.779], [1.222, -0.020, 4.671], [0.848, -1.712, 4.842], [3.306, -2.136, 4.256], [3.464, -2.631, 2.564], [2.164, -3.294, 3.567], [-0.070, -3.294, 4.051], [0.346, -4.592, 2.918], [-1.229, -4.566, 3.707], [-1.785, -1.553, 3.407], [-2.937, -2.847, 3.112], [-2.621, -1.641, 1.856], [-1.079, -4.922, 0.808], [-2.310, -3.714, 0.378], [-2.508, -4.708, 1.813], [1.167, 0.222, -1.451], [1.808, 1.178, -2.341], [1.329, 2.571, -1.988], [1.512, 3.016, -0.566], [1.963, 4.309, -0.344], [1.806, 4.883, 0.901], [1.131, 4.162, 1.867], [0.750, 2.855, 1.599], [-0.038, 2.129, 2.647], [-1.330, 1.375, 2.260], [-0.878, 0.197, 1.566], [-2.262, 2.204, 1.349], [-2.433, 3.606, 1.919], [-3.159, 4.445, 1.203], [-3.623, 3.814, -0.091], [-4.383, 2.533, 0.240], [-3.668, 1.674, 0.951], [-2.076, 1.018, 3.590], [-1.518, 1.275, 4.848], [-2.193, 0.995, 6.029], [-3.464, 0.448, 6.000], [-4.038, 0.175, 4.770], [-3.354, 0.452, 3.596], [1.027, 2.256, 0.434], [1.379, 0.768, -3.750], [2.126, -0.142, -4.495], [1.706, -0.557, -5.749], [0.521, -0.072, -6.285], [-0.235, 0.834, -5.556], [0.192, 1.252, -4.303], [3.321, 1.187, -2.114], [4.185, 1.562, -3.139], [5.548, 1.692, -2.906], [6.071, 1.461, -1.642], [5.212, 1.127, -0.604], [3.851, 1.004, -0.840], [0.263, 2.646, -2.159], [1.821, 3.275, -2.658], [2.387, 4.865, -1.170], [2.143, 5.894, 1.094], [0.889, 4.601, 2.827], [-0.272, 2.870, 3.401], [0.592, 1.385, 3.129], [-2.005, 3.856, 2.881], [-3.409, 5.460, 1.479], [-4.146, 4.478, -0.769], [-5.362, 2.330, -0.172], [-3.941, 0.641, 1.082], [-0.528, 1.684, 4.952], [-1.713, 1.211, 6.975], [-3.994, 0.232, 6.919], [-5.025, -0.268, 4.713], [-3.842, 0.171, 2.683], [3.051, -0.537, -4.099], [2.308, -1.263, -6.307], [0.194, -0.390, -7.266], [-1.158, 1.229, -5.961], [-0.421, 1.966, -3.774], [3.798, 1.761, -4.132], [6.203, 1.975, -3.721], [7.135, 1.553, -1.466], [5.601, 0.976, 0.397], [3.193, 0.776, -0.019], [-3.273, 1.052, -2.981], [-3.000, -0.681, -2.373], [-2.834, -1.760, -3.881], [-4.494, -1.224, -1.398], [-1.493, -1.183, -1.351], [-3.924, 0.989, -3.859], [-2.350, 1.543, -3.285], [-3.770, 1.680, -2.238], [-3.742, -1.676, -4.487], [-2.681, -2.818, -3.646], [-1.987, -1.424, -4.490], [-5.409, -1.070, -1.977], [-4.593, -0.659, -0.467], [-4.440, -2.287, -1.140], [-0.819, -1.621, -2.091], [-1.885, -2.035, -0.796], [-1.087, 1.382, -0.719], [-1.770, 2.235, -0.116], [-2.380, 3.324, -0.774], [-1.940, 3.790, -1.941], [-1.536, 4.190, -2.948]],
  "lumo_ev": -3.228,
  "relative_energy_kj_mol": 0.0,
  "charge": 1,
  "total_energy_ha": -2899.977176
}